Molecular formula: C4H5ClN2S
Method: DFT, ωB97M-V/def2-TZVPD

Each line ends with the Mulliken charge.
Cartesian coordinates (Å):
1 C -0.66 1.02 0.90  -0.247
2 C -1.36 2.01 0.36  0.132
3 C -0.39 0.91 -1.36  0.096
4 C 0.43 -1.02 -0.14  -1.016
5 N -1.12 2.02 -1.00  -0.076
6 N -0.11 0.29 -0.17  0.115
7 S 0.03 0.34 -2.82  -0.425
8 Cl -1.97 3.42 1.06  -0.189
9 H -0.54 0.91 1.98  0.376
10 H 1.21 -1.10 -0.83  0.411
11 H 0.86 -1.04 0.82  0.369
12 H -0.44 -1.81 -0.26  0.257
13 H -1.43 2.76 -1.63  0.197

Results
structure (SMILES)	Cn1cc(Cl)[nH]c1=S
E	-30566.613	eV


Molecular formula: C4H5ClN2S
Method: DFT, ωB97M-V/def2-TZVPD

Each line ends with the Mulliken charge.
Cartesian coordinates (Å):
1 C -1.00 0.93 -1.32  -0.249
2 C -0.16 0.49 -0.35  0.179
3 C 1.23 0.00 -0.79  -0.619
4 C -0.17 -1.10 1.67  0.172
5 H -1.07 0.87 -2.60  0.254
6 H 1.48 0.15 -1.83  0.358
7 H 2.04 0.71 -0.32  0.269
8 H -0.65 -0.93 2.73  0.261
9 H -0.96 1.03 1.75  0.329
10 N 0.65 -2.01 1.15  -0.474
11 N -0.45 0.12 1.08  -0.276
12 S 1.56 -1.71 -0.30  -0.027
13 Cl -2.49 1.46 -0.87  -0.177

Results
structure (SMILES)	Cl/C=C1/CSN=CN1
E	-30563.071	eV


Molecular formula: C4H5ClO
Method: DFT, ωB97M-V/def2-TZVPD

Each line ends with the Mulliken charge.
Cartesian coordinates (Å):
1 C 0.18 -0.02 0.23  0.159
2 C -0.73 -1.02 -0.39  -0.162
3 C -1.86 -1.53 0.17  -0.719
4 C -0.37 1.39 -0.09  -0.016
5 H 0.16 -0.15 1.40  0.228
6 H -0.53 -1.47 -1.41  0.252
7 H -2.18 -1.17 1.13  0.239
8 H -2.54 -2.22 -0.32  0.263
9 H 0.24 2.04 -0.70  0.340
10 O -1.52 1.70 0.01  -0.397
11 Cl 1.98 -0.21 0.02  -0.186

Results
structure (SMILES)	C=C[C@@H](Cl)C=O
E	-18797.220	eV


Molecular formula: C4H5ClO
Method: DFT, ωB97M-V/def2-TZVPD

Each line ends with the Mulliken charge.
Cartesian coordinates (Å):
1 C -0.34 0.81 0.76  -0.547
2 C -0.58 0.04 -0.52  0.256
3 C 0.52 -0.81 -0.91  -0.803
4 C 1.29 -1.65 -1.27  0.115
5 H 0.24 0.41 2.53  0.322
6 H -1.13 1.48 0.98  0.354
7 H 0.57 1.44 0.59  0.291
8 H -1.41 -0.64 -0.43  0.254
9 H 2.05 -2.20 -1.79  0.443
10 O -0.17 -0.10 1.81  -0.494
11 Cl -1.04 1.21 -1.76  -0.193

Results
structure (SMILES)	C#C[C@H](Cl)CO
E	-18796.614	eV


Molecular formula: C4H5ClOS
Method: DFT, ωB97M-V/def2-TZVPD

Each line ends with the Mulliken charge.
Cartesian coordinates (Å):
1 C 0.42 -0.76 0.99  -0.289
2 C 0.54 -0.20 -0.36  -0.195
3 C -0.19 0.56 -1.16  0.433
4 C -1.32 1.32 -0.84  -0.270
5 H 1.54 -1.63 2.34  0.351
6 H -0.60 -1.23 0.85  0.218
7 H 0.28 0.14 1.62  0.250
8 H 1.47 -0.77 -0.84  0.223
9 H -1.39 2.27 -1.50  0.247
10 O 1.41 -1.59 1.37  -0.509
11 S -2.40 0.94 0.33  -0.239
12 Cl 0.24 0.95 -2.79  -0.221

Results
structure (SMILES)	OC/C=C(/Cl)C=S
E	-29631.777	eV


Molecular formula: C4H5ClOS
Method: DFT, ωB97M-V/def2-TZVPD

Each line ends with the Mulliken charge.
Cartesian coordinates (Å):
1 C 0.36 -0.25 0.64  0.146
2 C 1.86 -0.15 0.21  -0.474
3 C 1.80 -0.79 -1.12  -0.354
4 C -0.39 -0.14 -0.63  0.058
5 H 0.08 -1.29 0.89  0.260
6 H 2.09 0.96 0.12  0.286
7 H 2.59 -0.71 0.85  0.288
8 H 2.45 -0.35 -1.90  0.279
9 H 1.84 -1.91 -1.02  0.272
10 O 0.43 -0.51 -1.59  -0.338
11 S -1.98 0.15 -0.95  -0.264
12 Cl -0.15 0.76 2.02  -0.159

Results
structure (SMILES)	S=C1OCC[C@H]1Cl
E	-29633.505	eV